Entry 1:
89
Properties=species:S:1:pos:R:3 method="wB97M-V/def2-TZVPD" total_charge=+1 e_lumo_ev=-4.135 total_energy_ev=-154718.1841
O 6.114 4.279 -0.177
P 5.818 3.625 -1.649
Br 4.431 5.079 -2.679
C 4.709 2.189 -1.252
C 4.769 1.508 -0.035
C 3.887 0.458 0.222
C 2.981 0.123 -0.750
C 1.922 -0.991 -0.568
F 2.237 -2.054 -1.342
F 1.902 -1.308 0.748
C 0.560 -0.412 -0.984
C -0.349 -1.099 -1.774
C -1.533 -0.479 -2.130
C -1.787 0.805 -1.689
C -0.909 1.496 -0.870
C -1.184 2.909 -0.390
F -2.316 3.353 -0.971
F -0.221 3.769 -0.799
F -1.272 2.969 0.940
C 0.271 0.859 -0.524
N 2.970 0.771 -1.920
C 3.796 1.780 -2.203
H 5.301 4.248 0.357
H 5.486 1.800 0.733
H 3.860 -0.118 1.143
H -0.089 -2.110 -2.085
H -2.257 -0.990 -2.784
H -2.709 1.293 -2.001
H 0.943 1.426 0.127
H 2.305 0.501 -2.644
H 3.717 2.285 -3.164
O -4.239 -2.282 -3.895
P -5.580 -2.624 -4.505
N -6.517 -1.483 -3.605
C -7.811 -1.703 -2.988
C -6.230 -0.077 -3.878
N -5.720 -4.190 -3.805
C -6.889 -4.695 -3.107
C -4.525 -4.759 -3.192
N -6.904 -3.024 -5.582
C -6.489 -4.061 -6.573
C -7.435 -1.911 -6.400
H -8.592 -2.030 -3.687
H -8.182 -0.792 -2.516
H -7.750 -2.430 -2.180
H -6.575 0.239 -4.872
H -5.154 0.111 -3.832
H -6.693 0.581 -3.143
H -6.916 -4.358 -2.065
H -6.873 -5.789 -3.091
H -7.820 -4.424 -3.600
H -4.326 -4.317 -2.207
H -3.651 -4.612 -3.822
H -4.636 -5.838 -3.064
H -5.684 -3.698 -7.219
H -7.336 -4.339 -7.201
H -6.147 -4.970 -6.088
H -6.646 -1.394 -6.952
H -7.970 -1.181 -5.796
H -8.165 -2.288 -7.115
O 5.006 1.339 3.120
P 5.034 1.650 4.603
N 4.878 0.025 5.159
C 4.041 -0.454 6.244
C 6.004 -0.858 4.852
N 3.511 2.457 4.656
C 2.455 2.190 5.618
C 2.903 2.828 3.386
N 5.385 2.282 6.197
C 5.588 3.762 6.153
C 6.603 1.754 6.852
H 4.242 0.025 7.211
H 4.172 -1.525 6.398
H 2.984 -0.332 6.016
H 6.901 -0.615 5.436
H 6.272 -0.785 3.796
H 5.760 -1.903 5.041
H 1.851 1.323 5.328
H 1.779 3.048 5.680
H 2.835 2.045 6.627
H 2.446 1.961 2.887
H 3.635 3.272 2.713
H 2.127 3.581 3.537
H 6.450 4.029 5.536
H 5.752 4.148 7.160
H 4.719 4.279 5.758
H 7.485 1.842 6.213
H 6.490 0.712 7.143
H 6.794 2.295 7.778

Entry 2:
74
Properties=species:S:1:pos:R:3 method="wB97M-V/def2-TZVPD" total_charge=+1 e_lumo_ev="-2.640 / -3.482" total_energy_ev=-78570.2851 multiplicity=8
Gd -0.028 0.014 -2.207
C -0.595 -2.463 2.694
C 0.712 -2.436 2.144
C 0.636 -0.885 3.839
C -0.640 -1.491 3.736
C 1.481 -1.471 2.860
C -1.718 -3.341 2.288
H -1.496 -3.845 1.338
H -2.647 -2.764 2.165
H -1.909 -4.116 3.052
C -1.806 -1.150 4.577
H -2.603 -1.894 4.448
H -2.232 -0.159 4.337
H -1.530 -1.127 5.644
C 1.014 0.177 4.799
H 0.486 0.054 5.755
H 0.766 1.176 4.403
H 2.095 0.145 4.986
C 2.898 -1.115 2.631
H 3.509 -1.327 3.532
H 3.022 -0.021 2.377
H 3.309 -1.713 1.801
C 1.224 -3.300 1.060
H 1.765 -4.170 1.465
H 1.920 -2.761 0.403
H 0.420 -3.693 0.429
C -1.454 0.690 -3.812
C -1.624 -0.692 -3.614
C -0.738 -1.766 -4.250
C 0.746 -1.433 -4.511
C 1.648 -0.665 -3.529
C 1.787 0.716 -3.445
C 0.960 1.723 -4.185
C -0.424 1.259 -4.779
H -1.142 -2.128 -5.226
H 0.866 -1.033 -5.533
H -0.783 -2.661 -3.605
H -0.235 0.604 -5.651
H -2.172 1.438 -3.434
H -2.494 -1.105 -3.048
H -0.836 2.196 -5.204
H 0.871 2.628 -3.559
H 2.650 1.126 -2.914
H 1.548 2.090 -5.046
H 1.222 -2.416 -4.582
H 2.361 -1.318 -2.978
P -2.567 1.003 0.105
P 2.643 1.641 1.006
C -1.317 2.181 -0.670
C 0.166 1.909 -0.391
H -1.612 3.181 -0.305
H -1.551 2.250 -1.770
H 0.797 2.719 -0.801
H 0.346 1.873 0.705
C 3.017 3.381 1.289
H 3.582 3.340 2.230
H 2.098 3.943 1.461
H 3.598 3.835 0.483
C 3.949 1.328 -0.238
H 4.246 2.250 -0.766
H 3.607 0.550 -0.944
H 4.787 0.926 0.354
C -4.172 1.551 -0.441
H -4.962 0.822 -0.204
H -4.161 1.646 -1.543
H -4.441 2.524 -0.007
C -2.265 -0.788 -0.019
H -1.580 -1.162 0.760
H -1.943 -1.219 -1.008
H -3.225 -1.288 0.208
Cl -2.610 3.024 2.293
C -2.469 1.305 1.909
H -1.488 0.972 2.266
H -3.286 0.728 2.386

Entry 3:
85
Properties=species:S:1:pos:R:3 method="wB97M-V/def2-TZVPD" total_charge=+1 relative_energy_kcal_mol=77.92 e_lumo_ev=-2.998 total_energy_ev=-92611.1205
C -0.715 -1.866 -2.155
C -0.903 -0.962 -0.920
O -0.454 -1.399 0.114
N -1.637 0.435 -1.140
H -1.906 0.778 -0.277
H -1.022 1.241 -1.234
C -2.652 0.478 -2.177
H -0.939 -1.497 -3.144
H -1.453 -2.763 -2.091
H 0.028 -2.389 -2.168
H -3.280 -0.218 -1.983
H -2.205 0.310 -3.179
H -3.091 1.566 -2.157
F 1.290 -1.791 -4.896
C 0.838 -0.933 -5.865
C 0.948 -1.252 -7.180
C 0.477 -0.309 -8.140
C -0.283 0.731 -7.738
C -0.398 1.059 -6.357
C 0.030 0.188 -5.489
H 1.630 -2.076 -7.651
H 0.475 -0.433 -9.053
H -0.746 1.518 -8.376
H -0.881 2.021 -6.054
H -0.085 0.544 -4.404
C -0.531 -4.983 1.071
C 0.932 -4.704 0.668
C 1.731 -5.851 0.944
S 1.148 -6.533 2.464
O 1.952 -6.133 3.524
O 0.906 -7.950 2.311
C -0.442 -5.701 2.392
H -0.811 -5.851 0.382
H -1.244 -4.062 1.150
H 0.959 -3.808 1.323
H 0.840 -4.339 -0.293
H 2.827 -5.637 0.913
H 1.473 -6.397 0.139
H -0.375 -5.030 3.265
H -1.364 -6.428 2.578
C -1.137 5.568 2.670
C -1.406 4.392 3.597
C -1.420 3.136 2.968
S -2.051 3.445 1.360
O -3.419 3.235 1.418
O -1.220 2.707 0.456
C -1.798 5.244 1.329
H -0.264 5.534 2.604
H -1.504 6.663 3.046
H -2.209 4.680 4.302
H -0.563 4.369 4.402
H -1.855 2.415 3.400
H -0.524 2.625 2.697
H -2.884 5.578 1.120
H -1.154 5.265 0.528
C -0.151 -0.043 5.408
C -1.386 -0.660 4.995
C -1.150 -1.520 3.917
S 0.385 -2.220 4.516
O 1.399 -2.358 3.330
O -0.083 -3.468 5.125
C 0.976 -1.072 5.713
H -0.330 0.587 6.317
H 0.129 0.806 4.700
H -2.077 0.179 4.782
H -2.014 -1.277 5.753
H -0.983 -0.971 3.019
H -2.100 -2.266 3.764
H 1.976 -0.633 5.302
H 1.040 -1.401 6.660
C 3.156 2.979 -0.951
C 3.596 2.063 -2.142
C 2.723 2.601 -3.160
S 1.143 3.040 -2.454
O 0.227 1.944 -2.453
O 0.748 4.294 -2.985
C 1.685 3.107 -0.833
H 3.552 4.023 -1.063
H 3.663 2.501 -0.089
H 3.491 0.956 -2.126
H 4.491 2.370 -2.275
H 2.294 1.961 -3.945
H 3.043 3.624 -3.341
H 1.317 2.270 -0.161
H 1.583 4.129 -0.341

Entry 4:
73
Properties=species:S:1:pos:R:3 method="wB97M-V/def2-TZVPD" smiles="C=CCc1cc(CC(C)C)[n+](CCN)c(O)c1CCCCCCCCCCC" total_charge=+1 relative_energy_kcal_mol=0.00 e_lumo_ev=-3.455 total_energy_ev=-31673.6679
C -2.543 4.041 -3.979
C -3.243 3.350 -3.019
C -2.607 2.589 -1.863
C -1.338 1.881 -2.294
C -1.341 1.186 -3.503
C -0.233 0.540 -3.983
C -0.313 -0.198 -5.287
C -1.260 -1.427 -5.231
C -2.753 -1.022 -5.418
C -0.908 -2.397 -6.370
N 0.908 0.603 -3.247
C 2.155 -0.020 -3.697
C 3.076 1.009 -4.468
N 2.479 2.277 -4.842
C 0.940 1.265 -2.065
O 2.110 1.278 -1.389
C -0.166 1.900 -1.530
C -0.063 2.575 -0.184
C -1.062 2.061 0.869
C -0.508 0.857 1.656
C 0.123 1.255 3.000
C 0.515 0.010 3.805
C 0.394 0.216 5.323
C -0.056 -1.052 6.087
C 1.107 -1.807 6.732
C 0.750 -3.264 7.049
C 1.568 -3.850 8.218
C 1.956 -5.312 7.980
H -2.518 3.693 -5.011
H -1.965 4.944 -3.779
H -4.334 3.369 -3.034
H -2.348 3.299 -1.072
H -3.323 1.845 -1.516
H -2.250 1.183 -4.081
H 0.647 -0.564 -5.636
H -0.694 0.449 -6.080
H -1.205 -1.915 -4.256
H -3.210 -1.617 -6.205
H -3.329 -1.133 -4.501
H -2.838 0.019 -5.735
H -1.344 -1.992 -7.285
H -1.396 -3.355 -6.201
H 0.167 -2.503 -6.513
H 2.701 -0.413 -2.846
H 1.962 -0.857 -4.353
H 3.391 0.530 -5.392
H 3.947 1.243 -3.857
H 1.674 2.190 -5.445
H 2.293 2.898 -4.069
H 2.785 1.749 -1.898
H -0.092 3.662 -0.291
H 0.927 2.361 0.217
H -2.030 1.781 0.464
H -1.230 2.863 1.590
H 0.168 0.240 1.056
H -1.363 0.219 1.899
H -0.657 1.791 3.544
H 0.978 1.898 2.781
H -0.125 -0.831 3.529
H 1.541 -0.278 3.562
H -0.316 1.012 5.557
H 1.346 0.529 5.760
H -0.570 -1.719 5.391
H -0.740 -0.762 6.885
H 1.973 -1.822 6.063
H 1.429 -1.325 7.658
H -0.310 -3.344 7.310
H 0.914 -3.902 6.177
H 1.027 -3.734 9.158
H 2.489 -3.266 8.314
H 2.531 -5.407 7.060
H 1.044 -5.907 7.919
H 2.565 -5.668 8.811

Entry 5:
75
Properties=species:S:1:pos:R:3 method="wB97M-V/def2-TZVPD" total_charge=+1 relative_energy_kcal_mol=125.47 e_lumo_ev="-2.809 / -6.643" total_energy_ev=-60550.7670 multiplicity=5
Rh -1.974 0.815 -0.895
C 0.670 -2.031 -1.866
C 0.191 -0.918 -2.590
C 2.424 -0.602 -2.198
C 2.061 -1.846 -1.631
C 1.275 -0.047 -2.817
C -0.161 -3.172 -1.468
H -1.114 -2.829 -1.039
H 0.379 -3.769 -0.728
H -0.386 -3.796 -2.348
C 2.959 -2.738 -0.858
H 2.464 -3.682 -0.596
H 3.268 -2.246 0.089
H 3.886 -2.979 -1.413
C 3.769 0.004 -2.132
H 4.459 -0.455 -2.857
H 4.184 -0.149 -1.126
H 3.738 1.079 -2.337
C 1.193 1.235 -3.538
H 1.250 1.105 -4.632
H 2.031 1.860 -3.207
H 0.250 1.762 -3.317
C -1.156 -0.768 -3.192
H -1.057 -0.988 -4.273
H -1.567 0.264 -3.070
H -1.879 -1.468 -2.741
C -2.571 0.378 0.853
C -3.104 -0.530 -0.217
C -4.477 -0.277 -0.847
C -4.533 0.992 -1.849
C -3.249 1.816 -1.885
C -2.835 2.524 -0.671
C -3.715 2.660 0.568
C -3.450 1.419 1.481
H -5.314 -0.127 -0.116
H -5.400 1.658 -1.557
H -4.691 -1.149 -1.523
H -4.406 0.914 1.669
H -1.973 -0.055 1.654
H -2.738 -1.569 -0.224
H -2.995 1.782 2.424
H -3.479 3.595 1.124
H -2.172 3.382 -0.791
H -4.817 2.690 0.398
H -4.648 0.584 -2.890
H -3.021 2.252 -2.871
P 0.637 -2.089 2.427
C 1.770 -3.493 2.806
H 1.595 -3.830 3.836
H 2.815 -3.172 2.681
H 1.567 -4.318 2.109
C 0.815 -1.146 4.000
H 0.633 -1.826 4.846
H 0.064 -0.344 4.011
H 1.817 -0.702 4.077
C -0.943 -2.938 2.849
H -1.760 -2.213 2.728
H -0.951 -3.333 3.877
H -1.093 -3.760 2.136
P 0.993 2.718 0.935
C 1.568 4.021 -0.206
H 1.371 4.987 0.315
H 0.788 3.827 -1.005
H 2.600 3.874 -0.610
C 0.529 3.526 2.498
H -0.582 3.545 2.308
H 0.996 4.535 2.529
H 0.742 2.867 3.371
C 2.384 1.614 1.303
H 3.393 2.056 1.111
H 2.123 0.794 0.565
H 2.258 1.159 2.315
S 4.219 -1.009 2.280
C 5.558 -0.979 1.333
N 6.525 -0.950 0.625

Entry 6:
75
Properties=species:S:1:pos:R:3 method="wB97M-V/def2-TZVPD" total_charge=+2 relative_energy_kcal_mol=29.43 e_lumo_ev="-8.288 / -8.072" total_energy_ev=-59367.3889 multiplicity=3
W -0.194 0.035 1.142
C -1.783 1.591 0.992
C -2.173 0.660 -0.024
C -2.104 -0.481 2.009
C -1.843 0.914 2.268
C -2.339 -0.619 0.591
C -1.657 3.068 0.775
H -1.285 3.278 -0.233
H -0.989 3.539 1.499
H -2.642 3.553 0.852
C -1.929 1.583 3.603
H -1.769 2.658 3.509
H -1.227 1.173 4.343
H -2.939 1.477 4.027
C -2.260 -1.554 3.031
H -3.312 -1.726 3.305
H -1.709 -1.299 3.940
H -1.876 -2.510 2.652
C -2.967 -1.812 -0.071
H -4.071 -1.738 -0.023
H -2.676 -2.758 0.406
H -2.704 -1.863 -1.139
C -2.684 1.026 -1.377
H -3.689 1.488 -1.305
H -2.780 0.147 -2.025
H -2.023 1.745 -1.878
C 1.610 0.492 -2.471
C 0.580 1.328 -2.621
C -0.075 1.569 -3.949
C -0.956 0.433 -4.546
C -1.064 -0.869 -3.798
C -0.020 -1.692 -3.663
C 1.323 -1.385 -4.271
C 2.198 -0.273 -3.620
H 0.683 1.816 -4.710
H -0.570 0.245 -5.561
H -0.709 2.464 -3.854
H 2.490 0.414 -4.432
H 2.111 0.371 -1.504
H 0.207 1.931 -1.784
H 3.130 -0.744 -3.274
H 1.913 -2.313 -4.257
H -0.120 -2.682 -3.205
H 1.203 -1.111 -5.333
H -1.973 0.833 -4.669
H -2.074 -1.162 -3.488
P 1.675 1.920 1.431
C 1.437 2.755 3.047
H 2.307 3.397 3.245
H 1.344 2.027 3.864
H 0.540 3.385 3.033
C 3.356 1.237 1.603
H 4.032 2.015 1.987
H 3.725 0.903 0.627
H 3.363 0.393 2.301
C 1.915 3.286 0.264
H 2.325 2.900 -0.676
H 2.621 4.013 0.694
H 0.965 3.794 0.062
P 0.931 -2.435 0.770
C -0.157 -3.640 -0.025
H 0.447 -4.462 -0.427
H -0.695 -3.151 -0.843
H -0.876 -4.041 0.702
C 2.445 -2.531 -0.225
H 2.174 -2.553 -1.285
H 2.994 -3.454 0.019
H 3.087 -1.669 -0.021
C 1.428 -3.313 2.318
H 1.693 -4.340 2.058
H 0.612 -3.334 3.055
H 2.301 -2.834 2.783
S 0.924 -0.524 3.108
C 0.547 -0.479 4.762
N 0.276 -0.503 5.909